The following is a quantum chemistry calculation of C23H32BF4I2N2OPtSi3 as an isolated structure, from OMol25.

Geometry as XYZ:
```
69
Properties=species:S:1:pos:R:3:mulliken_charge:R:1
Pt 0.5950 -0.1290 -0.1109 0.44
I 2.0105 1.2147 5.4119 -0.03
C 3.1595 0.6456 3.7647 -0.50
C 4.5271 0.4857 3.9037 -0.33
C 5.3102 0.1247 2.8324 -0.20
I 7.3757 -0.0749 3.1459 -0.02
C 4.7243 -0.0961 1.5665 1.11
C 5.4591 -0.4707 0.4213 -0.84
C 4.8289 -0.6675 -0.7730 -1.09
C 3.4468 -0.4950 -0.8377 -0.22
N 2.7264 -0.1359 0.2076 0.66
C 3.3149 0.0659 1.4166 0.18
C 2.4492 0.4643 2.5459 -0.12
O 1.2194 0.6328 2.4366 -0.41
H 4.9806 0.6511 4.8722 0.32
H 6.5284 -0.6084 0.5064 0.15
H 5.3696 -0.9740 -1.6572 0.44
H 2.9041 -0.6721 -1.7575 0.37
C -0.5313 -1.5294 -3.1829 -1.06
Si -1.6207 -0.2682 -2.3084 0.67
C -3.3897 -0.6394 -2.9016 -1.09
C -1.1872 1.4026 -3.1064 -1.24
C -1.4928 -0.2655 -0.4443 0.79
Si -2.2712 -1.7727 0.3828 0.75
C -1.5250 -2.1452 2.0704 -0.99
C -4.1213 -1.4363 0.6663 -1.17
C -2.2258 -3.3552 -0.6395 -1.06
Si -2.0859 1.2979 0.3448 -0.88
C -3.7001 2.0448 -0.2993 -1.12
C -2.1458 1.3514 2.2228 -1.01
C -0.6791 2.4884 -0.0892 0.64
C -0.7320 3.8744 -0.1448 -0.77
C 0.3917 4.6108 -0.4653 -0.36
C 1.5655 3.9271 -0.7405 -1.02
C 1.5755 2.5504 -0.6631 -0.07
N 0.4820 1.8421 -0.3367 0.41
H -0.6458 -1.4073 -4.2653 0.41
H -0.7960 -2.5560 -2.9295 0.29
H 0.5212 -1.3996 -2.9294 0.17
H -3.4272 -0.6367 -3.9950 0.39
H -4.1040 0.1079 -2.5437 0.27
H -3.7358 -1.6160 -2.5605 0.28
H -1.4786 1.3616 -4.1604 0.47
H -0.1116 1.5917 -3.0693 0.21
H -1.6946 2.2598 -2.6590 0.27
H -1.7777 -1.3894 2.8139 0.33
H -0.4385 -2.2178 2.0253 0.09
H -1.9088 -3.1071 2.4244 0.46
H -4.2960 -0.5838 1.3275 0.25
H -4.5881 -2.3096 1.1311 0.38
H -4.6394 -1.2417 -0.2758 0.29
H -1.2139 -3.6634 -0.8970 0.17
H -2.8014 -3.2777 -1.5639 0.33
H -2.6726 -4.1553 -0.0412 0.35
H -4.5215 1.3518 -0.1025 0.33
H -3.6770 2.2315 -1.3745 0.32
H -3.9361 2.9849 0.2074 0.41
H -2.9351 0.7165 2.6293 0.32
H -2.3411 2.3762 2.5531 0.36
H -1.1846 1.0352 2.6367 0.19
H -1.6743 4.3647 0.0666 0.41
H 0.3582 5.6920 -0.5034 0.42
H 2.4761 4.4458 -1.0052 0.45
H 2.4726 1.9880 -0.8644 0.49
F 2.8625 -3.1871 0.2543 -0.33
B 1.5473 -3.4429 -0.0807 0.13
F 0.9603 -4.3934 0.7162 -0.36
F 1.3926 -3.6986 -1.4285 -0.38
F 0.7726 -2.1631 0.2032 -0.47
```

Summary:
HOMO-LUMO gap = 6.63 eV
highest occupied orbital energy = -4.48 eV
LUMO energy = 2.142 eV
total charge = -1
energy relative to the best compared isomer or geometry (same formula, charge and spin) = 21.4 kcal per mole

The following is a quantum chemistry calculation of a 2-piece molecular cluster, C5H12N3 overall, from OMol25.

Geometry as XYZ:
```
20
Properties=species:S:1:pos:R:3:mulliken_charge:R:1
C 1.2562 0.9585 0.9993 0.46
C -0.7306 0.3240 -0.5384 -0.13
C -0.6071 -1.0241 -0.4018 -0.78
C -0.3316 0.9967 -1.7879 -1.35
C -1.1927 -1.6594 0.8272 -0.91
N 1.8818 -0.0012 0.8379 0.51
N 0.8431 2.1984 1.2321 -0.36
N 2.2026 -1.1885 0.8897 -0.55
H -1.2290 0.9530 0.2011 0.68
H -0.2518 -1.7217 -1.1548 0.43
H 0.6719 1.6463 -1.6453 0.21
H -0.9934 1.7679 -2.0756 0.40
H -0.1254 0.4343 -2.5930 0.41
H -1.9953 -2.2564 0.5828 0.38
H -1.4951 -0.8377 1.4803 0.25
H -0.4626 -2.4114 1.3128 0.33
H 0.1311 2.4870 0.4767 0.29
H 0.9598 2.5699 2.1040 0.24
H 1.4179 -1.7831 0.7191 0.18
H 3.1515 -1.3874 0.5614 0.29
```

Summary:
HOMO-LUMO gap = 9.88 eV
highest occupied orbital energy = -13.08 eV
LUMO energy = -3.194 eV
total charge = +1
energy relative to the best compared isomer or geometry (same formula, charge and spin) = 112.5 kcal per mole

The following is a quantum chemistry calculation of C26H62AlCl2O15S4 as an isolated structure, from OMol25.

Geometry as XYZ:
```
110
Properties=species:S:1:pos:R:3:mulliken_charge:R:1
C -5.7073 2.9550 -1.1745 -1.09
C -5.2900 3.8401 -2.3886 -0.09
O -3.8930 4.1433 -2.5023 -0.38
C -3.1304 3.8054 -1.3471 0.22
C -1.6667 4.3675 -1.6010 -0.98
C -0.6499 3.2040 -1.3712 -0.66
C -0.6097 2.7334 0.1405 0.02
C 0.7813 2.0820 0.4879 -0.90
Al 0.7506 0.2099 1.2599 0.17
O 1.4131 0.1778 3.0221 -0.63
C 1.1363 -1.1045 3.5537 -0.12
C 1.7595 -1.1287 5.0049 -0.08
O 0.7779 -1.7710 5.8509 -0.36
C 1.4342 -2.3774 6.9589 -0.12
C 0.4045 -2.3424 8.1517 -1.08
C -1.0300 -0.7975 1.1444 -0.52
Cl -2.4122 -0.0012 2.0678 -0.26
C -1.4933 -1.2454 -0.3059 0.04
C -0.3134 -1.7793 -1.1802 -1.24
Cl -2.5207 -0.0240 -1.1667 -0.15
H -5.1867 1.9856 -1.2375 0.29
H -5.5700 3.4534 -0.1953 0.28
H -6.8068 2.8026 -1.2612 0.40
H -5.9006 4.7761 -2.4227 0.12
H -5.5600 3.2684 -3.3107 0.24
H -3.4750 4.3168 -0.4229 0.24
H -2.9960 2.7154 -1.2025 -0.19
H -1.5889 4.6666 -2.6630 0.40
H -1.4805 5.2207 -0.9161 0.42
H -0.8835 2.3050 -1.9736 0.01
H 0.3628 3.5932 -1.5890 0.59
H -0.6968 3.6837 0.7262 0.29
H -1.4928 2.1204 0.3915 0.12
H 1.2672 2.7424 1.2504 0.36
H 1.4259 2.1542 -0.4158 0.32
H 1.8158 -0.6677 0.4151 -0.38
H 1.5133 -1.9467 2.9284 0.17
H 0.0360 -1.2029 3.7115 0.11
H 1.8687 -0.0704 5.3062 0.20
H 2.7163 -1.6982 4.9661 0.02
H 1.7249 -3.4288 6.7420 0.18
H 2.3527 -1.8066 7.2083 0.31
H 0.9204 -2.2705 9.1260 0.32
H -0.2368 -1.4635 7.9642 0.29
H -0.2020 -3.2712 8.1201 0.27
H -0.8688 -1.7667 1.6731 0.58
H -2.1478 -2.1305 -0.1359 0.35
H -0.7659 -2.2169 -2.0981 0.41
H 0.3819 -0.9697 -1.4466 0.24
H 0.1861 -2.5977 -0.6243 0.29
O -0.6021 0.0619 -5.3831 -0.63
S -0.3007 1.2663 -6.1031 1.26
O 0.4127 2.3504 -5.4909 -0.60
O -1.6546 1.8354 -6.7592 -0.28
C -2.7847 2.0613 -5.8991 -0.49
C -2.6431 3.3330 -5.0852 -0.04
C 0.5093 0.8443 -7.6173 -1.01
H -2.9498 1.1961 -5.2519 0.33
H -3.6540 2.1455 -6.5533 0.29
H -1.8385 3.2443 -4.3560 -0.18
H -3.5597 3.5477 -4.5462 0.03
H -2.4034 4.1798 -5.7325 0.27
H -0.0531 0.0542 -8.1086 0.31
H 1.5102 0.4970 -7.3682 0.37
H 0.5665 1.7316 -8.2435 0.32
O 4.6539 -3.5319 5.2441 -0.63
S 5.4274 -3.8109 4.0671 1.22
O 4.8460 -3.7814 2.7558 -0.55
O 6.1912 -5.2147 4.2639 -0.29
C 5.4164 -6.3715 4.6089 -0.35
C 4.6687 -6.9356 3.4155 -0.77
C 6.8620 -2.7784 4.0687 -0.99
H 4.7322 -6.1434 5.4301 0.32
H 6.1257 -7.1138 4.9773 0.28
H 3.8870 -6.2524 3.0812 0.28
H 4.1986 -7.8862 3.6728 0.40
H 5.3453 -7.0904 2.5738 0.09
H 7.3341 -2.8338 5.0464 0.31
H 6.5333 -1.7609 3.8640 0.40
H 7.5391 -3.1170 3.2877 0.31
O 6.4966 -7.5308 0.3684 -0.61
S 7.3154 -6.7550 -0.5206 1.16
O 7.4704 -7.1153 -1.9022 -0.61
O 8.7759 -6.5815 0.1386 -0.26
C 9.4789 -7.7620 0.5394 -0.34
C 10.0923 -8.4879 -0.6437 -1.01
C 6.8230 -5.0607 -0.4240 -0.80
H 8.8217 -8.4221 1.1109 0.32
H 10.2713 -7.4338 1.2130 0.29
H 9.3213 -8.9077 -1.2905 0.30
H 10.7296 -9.3056 -0.3027 0.38
H 10.6862 -7.8027 -1.2502 0.26
H 6.7484 -4.7743 0.6229 0.13
H 5.8523 -4.9721 -0.9081 0.40
H 7.5580 -4.4522 -0.9459 0.35
O -7.7289 7.0729 -2.9387 -0.65
S -8.2965 7.2639 -1.6336 1.27
O -8.7071 6.1547 -0.8204 -0.61
O -9.5195 8.3072 -1.7431 -0.28
C -10.5627 8.0250 -2.6825 -0.33
C -11.5114 6.9553 -2.1742 -0.99
C -7.2162 8.2894 -0.6831 -0.94
H -10.1394 7.7500 -3.6517 0.32
H -11.1103 8.9577 -2.8226 0.27
H -11.0143 5.9869 -2.1098 0.30
H -12.3665 6.8523 -2.8443 0.38
H -11.8704 7.2024 -1.1742 0.26
H -6.9394 9.1556 -1.2789 0.31
H -6.3338 7.6998 -0.4402 0.36
H -7.7287 8.5886 0.2282 0.32
```

Summary:
HOMO-LUMO gap = 6.59 eV
highest occupied orbital energy = -4.76 eV
LUMO energy = 1.831 eV
total charge = -1

The following is a quantum chemistry calculation of C12H33FeN3O7P as an isolated structure, from OMol25.

Geometry as XYZ:
```
57
Properties=species:S:1:pos:R:3:lowdin_spin:R:1
Fe 0.6966 -1.5375 0.9338 4.17
P 1.6254 -3.5786 1.4547 0.04
O 1.8906 -2.2122 2.1740 0.20
O 2.3404 -4.8830 1.8150 0.03
O 1.7788 -2.8285 0.1161 0.18
O 0.1005 -3.2145 1.5449 0.18
C -1.8989 1.4962 2.3132 0.00
C -0.4187 1.1177 2.1106 0.01
C 0.5007 1.9955 2.9481 0.00
O 1.8262 1.9566 2.3459 0.00
C 2.8440 2.6239 3.1007 0.00
N -0.2033 -0.3152 2.3559 0.05
H -2.1097 2.5611 2.2154 0.00
H -2.2904 1.1039 3.2518 0.00
H -2.5439 1.0986 1.5296 0.00
H -0.1122 1.3822 1.0986 0.00
H 0.5124 1.7155 4.0015 0.00
H 0.1609 3.0294 2.8882 0.00
H 2.6190 3.6904 3.1052 0.00
H 3.7754 2.5688 2.5372 0.00
H 2.9405 2.0868 4.0442 0.00
H 0.4298 -0.2265 3.1379 0.00
H -1.0327 -0.6087 2.8520 0.00
C 2.2814 -0.1717 -2.0213 0.00
C 2.1645 0.7739 -0.9300 0.01
C 1.1521 1.9596 -1.1477 0.00
O -0.1055 1.4083 -1.2787 0.00
C -1.1549 2.3660 -1.1371 0.00
N 1.8458 0.0735 0.3119 0.05
H 2.8876 -1.0448 -1.7798 0.00
H 2.8321 0.3410 -2.8099 0.00
H 1.3291 -0.4022 -2.4989 0.00
H 3.0942 1.2663 -0.6447 0.00
H 1.3515 2.5738 -2.0259 0.00
H 1.1856 2.6466 -0.3021 0.00
H -2.1423 1.9445 -1.3259 0.00
H -1.1870 3.1524 -1.8912 0.00
H -1.1076 2.9739 -0.2336 0.00
H 2.7714 -0.2475 0.5573 0.00
H 1.9263 0.9702 0.7698 0.00
C -1.5544 -3.3490 -1.0965 0.00
C -0.7819 -2.0804 -1.5180 0.01
C -1.4634 -1.4616 -2.7455 0.00
O -2.8150 -1.1247 -2.4182 0.00
C -3.6558 -0.7312 -3.4819 0.00
N -0.7060 -1.0862 -0.4273 0.05
H -2.3769 -3.2779 -0.3847 0.00
H -0.7565 -3.9312 -0.6354 0.00
H -1.9773 -3.9261 -1.9188 0.00
H 0.1742 -2.4573 -1.8811 0.00
H -1.5414 -2.1536 -3.5841 0.00
H -0.8701 -0.6397 -3.1462 0.00
H -3.3337 0.1879 -3.9714 0.00
H -4.6037 -0.5518 -2.9744 0.00
H -3.7895 -1.5579 -4.1796 0.00
H -1.6697 -1.2241 -0.1581 0.00
H -0.8345 -0.2414 -0.9658 0.00
```

Summary:
HOMO-LUMO gap (spin up / spin down) = 7.21 / 7.05 eV
highest occupied orbital energy (spin up / spin down) = -7.21 / -7.06 eV
LUMO energy (spin up / spin down) = -0.002 / -0.005 eV
energy relative to the best compared isomer or geometry (same formula, charge and spin) = 0.0 kcal per mole
<S²> = 8.76
multiplicity = 6